Computed, not measured: a single C5H7N molecule, with ωB97M-V with the def2-TZVPD basis set.

max |F|	0.458	eV/A
M	81.118	u
energy	-249.356154	Eh
structure (SMILES)	C#C[C@@H]1CN1C
E_HOMO	-9.343	eV

ORCA input file:
```
! wB97M-V def2-TZVPD RIJCOSX def2/J DEFGRID3
* xyz 0 1
C -2.829 -0.847 -0.781
C -1.693 -0.463 -0.679
C -0.323 -0.004 -0.576
C 0.800 -0.937 -0.269
N 0.307 -0.025 0.735
C 1.159 1.108 1.048
H -3.842 -1.178 -0.846
H -0.070 0.835 -1.228
H 1.756 -0.714 -0.745
H 0.592 -1.989 -0.098
H 0.550 1.911 1.475
H 1.698 1.504 0.169
H 1.895 0.798 1.795
*
```

Atomic partial charges in e from the Löwdin method, atoms 1 to 8: atom 1 (C): 0.112, atom 2 (C): -0.087, atom 3 (C): -0.314, atom 4 (C): -0.110, atom 5 (N): -0.126, atom 6 (C): -0.104, atom 7 (H): 0.023, atom 8 (H): 0.139